(1)
Molecular formula: C61H85N2O6S4
Method: DFT, ωB97M-V with the def2-TZVPD basis set

Geometry (Å):
1 H -0.83989 -4.47213 -1.51209
2 C -2.04982 7.08204 -6.79174
3 H 4.68697 -1.33169 -5.24735
4 C -3.06094 1.21326 4.33159
5 H -3.07261 -3.07960 0.00953
6 C 2.62118 8.66038 3.53255
7 C 6.54905 -1.44929 -4.19063
8 C -7.52512 1.30846 -4.60731
9 H 2.27625 -4.55896 0.67959
10 C 7.37048 0.61586 -3.27501
11 C 1.47123 -6.38684 -0.10942
12 H -2.75102 8.81925 -5.74747
13 H 0.99441 -1.89678 -1.38643
14 C -1.36789 -2.51341 -2.15974
15 H -7.22955 2.12118 -3.95574
16 C -2.24599 5.72964 -7.03428
17 C 5.43975 -0.78414 -4.69490
18 O -2.64178 3.95398 5.06070
19 C -3.96323 7.09900 -5.33608
20 S -2.36415 3.79730 3.65321
21 H 4.42985 1.09853 -4.88078
22 H 4.93044 6.31596 4.32853
23 C 7.51666 -0.74861 -3.48412
24 H 2.05309 -1.11546 6.65355
25 H -2.57007 1.83992 2.37698
26 H -1.23727 3.31593 0.71807
27 C 7.50467 -4.78491 -1.55040
28 O -1.16918 5.95823 1.48791
29 C -3.58953 -0.13569 3.79240
30 C -1.03943 -3.26404 0.80619
31 H 8.12603 -1.73986 -0.20942
32 H -1.57349 5.19404 -7.69223
33 H -2.47890 -4.39090 -2.13193
34 C 0.82066 0.63772 6.63609
35 H 0.27872 -2.78747 7.12051
36 H -8.58720 -1.59368 -6.91578
37 H 4.59559 8.76486 4.37031
38 C -1.74752 -3.86304 -1.52367
39 H -1.84763 -0.81510 7.55005
40 H 0.18926 1.07794 5.87035
41 C -2.29302 3.95942 -1.04956
42 H -0.99561 -5.10129 1.86611
43 H 3.14954 4.84100 3.44957
44 C 1.03001 -0.87060 6.37086
45 C 9.22632 -3.52946 0.22728
46 C 6.25877 1.27984 -3.77517
47 H -4.99153 5.22896 -5.11785
48 C -2.59944 2.59027 -1.68405
49 H -1.09988 -4.35424 6.41803
50 C 2.99744 -7.72112 -1.40618
51 C 3.81420 8.11700 3.99131
52 C 2.35766 -2.06977 -3.05590
53 H -9.84794 0.53129 -6.94525
54 O -4.06064 -0.51189 -3.08311
55 H 2.06285 2.37191 6.12638
56 H -3.52942 2.24085 -1.23675
57 O -3.41471 6.04871 0.63582
58 C 2.16539 1.39014 6.57819
59 H -0.52784 -2.46030 4.48488
60 H -1.22332 -1.77115 -1.37823
61 C -2.34046 -2.59534 6.51235
62 H 2.47091 9.73290 3.55730
63 H 0.16402 -1.42266 8.20373
64 C 3.99612 -6.77921 -1.20285
65 H 1.39623 -3.57054 -1.87529
66 H -2.76770 -2.94940 7.44974
67 H -0.10237 -1.80786 -3.75892
68 H -5.96248 0.00009 -3.93234
69 C -3.30444 5.06382 -6.43241
70 C 1.81155 6.45662 3.00893
71 C -2.19541 3.75476 0.46149
72 H -3.01773 3.10199 0.73651
73 H 0.90994 -1.00589 5.29638
74 H -9.16412 2.39242 -5.47059
75 S -2.43649 5.28147 1.37622
76 H -4.31749 0.06870 3.01222
77 C -2.90706 7.76590 -5.94084
78 H 0.21985 -3.96336 2.36776
79 C 3.00255 5.91349 3.47225
80 H -0.11929 -4.15143 4.45921
81 N -1.72261 -3.72607 3.25058
82 H 3.20078 -8.60865 -1.99170
83 H -0.16024 -3.46433 0.19214
84 C 2.47545 -5.44881 0.09481
85 C -1.75401 -3.78963 5.75704
86 H 4.51074 -4.90215 -0.30045
87 C -0.13316 -2.63015 -3.04070
88 C -8.99664 0.41534 -6.28604
89 H -3.10750 4.64221 -1.26956
90 H 2.85175 0.81631 5.95901
91 O -0.95107 3.67069 3.36047
92 C 1.73495 -7.52250 -0.86335
93 H -1.04994 -2.18530 0.94033
94 H -1.81648 1.91358 -1.34060
95 C -0.83404 -4.04919 2.10944
96 S -2.20284 -1.02230 3.04756
97 H 2.60691 -2.78599 -3.83677
98 C 8.23123 -2.79892 -0.40737
99 H -4.09159 -0.69034 4.57644
100 H -4.15097 2.39128 2.84691
101 H 0.34900 0.78119 7.60591
102 H 6.59150 -2.85670 -1.78906
103 C 1.62088 7.83025 3.04341
104 C -2.21790 -3.74442 -0.06942
105 H -3.17365 3.57874 -3.50051
106 H -2.20241 -2.18594 -2.78051
107 H -1.40989 -0.75718 5.87055
108 C 9.36412 -4.88628 -0.03140
109 H 6.14315 2.34292 -3.60871
110 H -3.19050 -2.23533 5.93376
111 C 8.50423 -5.51393 -0.92177
112 H -0.11633 -3.55013 -3.62606
113 H -3.69662 1.50416 5.16007
114 H 8.12284 1.16244 -2.72114
115 H 1.02837 5.81461 2.62276
116 C 5.29508 0.58021 -4.48810
117 C -2.68390 -2.73108 2.96836
118 C -0.95806 -3.45928 4.49247
119 C 1.18078 -2.56178 -2.22679
120 H 4.98060 -6.93262 -1.62661
121 C -4.16474 5.74877 -5.58539
122 H 0.95429 -8.25396 -1.02913
123 H 2.09590 -1.12701 -3.53128
124 H 0.49046 -6.22355 0.31925
125 H 8.61273 -6.57172 -1.12496
126 H 0.68869 8.24893 2.68712
127 H 2.60395 1.50058 7.56632
128 C 4.00297 6.74209 3.96480
129 C -2.68436 2.66448 -3.19347
130 O -3.51228 1.58598 -3.73143
131 C -6.81220 0.11678 -4.59110
132 H -6.63863 -1.85393 -5.41597
133 H -1.35218 4.34107 -1.44047
134 H -2.03118 1.08993 4.65009
135 C 7.36927 -3.42657 -1.29548
136 H -2.58062 -4.43870 5.47448
137 H -2.15733 0.15793 -3.02075
138 H 6.65948 -2.51507 -4.34824
139 H -3.45894 4.00876 -6.62143
140 C -3.14163 2.23732 3.21638
141 C -3.21406 0.36678 -3.26078
142 H -2.50806 -4.75165 0.22436
143 H -1.69144 2.55150 -3.62541
144 N -3.11886 4.91375 2.79217
145 C -1.40819 -1.40063 6.74413
146 H -4.62889 7.63127 -4.66934
147 H 3.23211 -1.95626 -2.41997
148 S -4.19990 -3.13565 2.55877
149 C -8.61349 1.46004 -5.45608
150 H 10.14200 -5.45485 0.46180
151 C 0.04263 -1.72691 7.16357
152 H 8.38452 -1.26694 -3.09552
153 C 3.73380 -5.64079 -0.45519
154 H -1.22673 7.60305 -7.26394
155 H 9.89521 -3.04086 0.92396
156 C -8.28762 -0.77776 -6.26959
157 C -7.19467 -0.92491 -5.42552
158 H 6.82899 -5.27417 -2.24094

Largest force on an atom: 2.72 eV/Å
Total energy: -4529.0715 a.u.
Net charge: -1
Frontier orbital gap: 7.88 eV
LUMO: 0.05608 hartree

Here are the Löwdin charges for atoms 1 to 2, given in e: H 0.0924; C -0.1011



(2)
Molecular formula: C62H132CaN7O18
Method: DFT, ωB97M-V with the def2-TZVPD basis set

Geometry (Å):
1 C 2.92442 -5.13614 1.44387
2 C 2.21090 5.04543 5.75909
3 C -1.03864 3.04856 4.09094
4 H -10.10821 0.99661 -1.05491
5 H 0.73074 -4.29126 -0.10548
6 H 2.67400 -4.61127 2.36577
7 H -3.25498 0.67716 -1.50094
8 O 3.70222 5.80186 -1.28929
9 C -6.22542 0.60244 -4.38377
10 H -6.94352 -0.81740 -1.39056
11 H 1.93394 -1.17064 4.50590
12 H 7.69615 -1.32328 -4.53085
13 H 1.40833 6.03108 3.92026
14 C -2.09952 3.42782 -2.32956
15 H -8.90601 -2.58614 5.17912
16 H -5.42286 1.54668 -1.14314
17 H 4.44413 2.03683 -4.86104
18 C 7.55576 -0.23584 -1.22244
19 H 0.41831 -3.26665 -7.37162
20 H 1.77595 0.17909 -5.26961
21 C -2.93753 -3.51344 4.68472
22 H 8.13094 -0.92670 -0.60601
23 H -0.39873 3.35599 -4.65133
24 H 2.82610 -2.24737 -7.40593
25 C -3.78871 -1.22804 4.47482
26 C 0.48048 -5.73379 1.83686
27 C 5.82748 0.25722 2.14207
28 H 3.16877 5.09216 5.24102
29 C -4.82725 -0.95964 -1.88287
30 C 2.19634 6.30444 6.66944
31 H -0.75446 5.46174 -3.90035
32 H -7.73613 1.21926 -1.21564
33 C 5.92955 1.54722 -0.73034
34 H 2.32656 -3.68657 -1.58591
35 H 0.97332 3.27252 -3.65827
36 H -9.01121 1.34795 -4.01688
37 H -2.82264 -4.32768 3.96924
38 H 2.99169 -3.05332 0.77919
39 H 2.72450 7.12340 6.18114
40 H -8.98529 -0.11855 -3.14508
41 H -8.09485 -3.91960 5.91088
42 H 0.52871 -4.23439 -4.72912
43 C -4.56584 7.05116 -1.24209
44 H -6.76104 -1.56903 4.63635
45 H 3.14790 1.87355 -1.83479
46 C 3.77309 0.31598 -6.12725
47 H 0.74200 -5.64249 -1.14005
48 H -5.10694 7.02327 -2.18789
49 C -1.72742 -2.58906 4.36192
50 H 1.68540 -8.33118 2.62658
51 H 5.53481 1.53089 -1.74622
52 C -6.28451 -0.73330 -2.25470
53 C -0.09655 3.47558 -3.61090
54 H 0.04649 4.05916 -0.68986
55 H -0.52622 5.61940 -0.19773
56 H -4.36208 -1.75538 -2.46470
57 C 1.97912 -7.33890 0.62051
58 H 3.31320 0.12424 -7.09670
59 H 8.19058 0.63205 -1.40092
60 C 0.48467 -3.23883 -5.17074
61 C -2.26080 -1.18980 4.72578
62 C 8.16039 -1.14823 -3.56032
63 H 6.26289 -0.25351 -3.09380
64 H 3.21204 -7.69194 2.39093
65 C 2.43065 -8.21505 1.83967
66 H -2.03237 -2.00692 -3.29918
67 H 2.34953 3.07252 2.15243
68 H 0.35318 5.30917 2.04409
69 H 3.43076 2.48607 -6.07136
70 C 2.38434 0.49242 -0.81546
71 H 0.80673 2.59308 5.15410
72 H 4.05590 -9.32967 0.89178
73 C 2.97227 0.94721 5.44717
74 O -2.29483 -0.18285 1.52319
75 H 3.83851 0.13498 1.40245
76 C -6.81016 -2.64874 4.77744
77 O -0.98763 -0.79522 -1.57341
78 C 0.44496 2.77365 4.14187
79 H 7.63198 -0.61587 1.43170
80 H 4.16892 -2.38546 -3.87366
81 Ca -0.09140 -0.59361 0.55432
82 C 2.76552 -0.25454 -5.12530
83 H 5.63310 1.30934 2.35028
84 H -5.42489 -2.46823 2.56793
85 H -1.94545 6.90448 -1.69909
86 O -1.40204 1.49619 0.57095
87 H 1.27651 6.59357 7.17779
88 H -1.55828 4.17733 0.05658
89 H 0.76742 -1.39357 -4.13609
90 H 1.84270 -4.17468 -6.63634
91 N -6.37150 0.70165 -2.82785
92 O 1.86460 1.37101 -0.10693
93 H -2.72236 6.06599 -3.04968
94 O 3.25270 3.83762 -2.12906
95 C 7.07408 -0.75625 -2.56719
96 C 3.78976 -2.53708 -4.88428
97 H 5.82321 -1.84924 0.23255
98 H 3.02409 6.06890 7.33835
99 H 3.52439 -9.97798 2.28060
100 H -1.47665 -2.62832 3.30188
101 H -5.04605 2.34049 -2.76880
102 H -6.53927 -1.44053 -3.04402
103 H -4.04949 0.95732 1.70617
104 O -3.50418 1.68422 1.39655
105 N -1.46219 4.79241 -2.03220
106 H -6.26012 1.60097 -4.81945
107 C -10.15052 1.29381 -2.10276
108 H -1.17024 1.71067 -3.35994
109 H -2.12694 3.84729 2.54558
110 O -1.88228 -2.66487 -2.61641
111 H 8.62697 -2.08190 -3.24620
112 O 3.24961 0.89689 4.14923
113 H 2.46971 3.38811 -0.37101
114 H 3.04731 -0.26190 -4.07237
115 H -1.61109 2.18675 3.74789
116 H -1.38896 3.20592 5.11104
117 H -4.03291 -0.83730 3.48700
118 C 2.64852 -4.51180 -0.95074
119 O -1.05179 -2.54674 -0.50490
120 H -5.40122 -0.04629 -4.68031
121 O 0.91031 -2.29100 1.95808
122 C 1.97302 -2.10461 -6.74262
123 H 2.03481 4.13803 6.33678
124 H -0.87200 -2.95136 4.93211
125 H 4.69885 -0.25856 -6.15836
126 H 1.36461 -1.23622 -6.99528
127 N 1.08906 4.01369 3.53612
128 H -5.26936 -4.23522 5.38626
129 H 4.54110 -1.47932 1.91644
130 C -0.85465 4.66792 -0.61597
131 H -11.05402 0.87762 -2.54836
132 H -3.70033 0.32145 -3.22346
133 H -7.14017 0.04720 -4.59126
134 H 2.97464 4.65607 2.74641
135 C -4.04856 0.39611 -2.19328
136 H -1.50499 5.15634 3.60866
137 H 0.76663 1.95403 3.49934
138 O 1.96660 -1.91893 3.90540
139 C 3.10365 -9.51036 1.39043
140 H 2.54925 0.36683 3.76175
141 H -3.79924 -2.75411 2.07240
142 H 2.66923 -7.20986 -0.21327
143 H 4.52773 -2.34660 -5.66352
144 O 0.96605 -0.31068 2.75183
145 C 1.37040 -5.11493 -0.42248
146 H 1.73980 -2.77280 -3.52719
147 C -4.53065 -3.03332 2.83081
148 C -5.19173 1.42156 -2.20098
149 H -4.09777 8.03531 -1.22070
150 H -6.97870 -2.99246 3.75688
151 O 2.10179 0.19423 5.91420
152 H -2.71473 2.94485 -1.57039
153 C -5.40584 -3.16115 5.26042
154 H 7.65661 1.09386 1.14411
155 O 2.70742 4.26688 -0.06630
156 C -3.55289 5.90769 -0.97659
157 C 1.16527 -3.32263 -6.57977
158 H 3.77973 -5.80666 1.52723
159 H -4.63267 -1.18511 -0.83434
160 H 0.21398 3.57667 1.65513
161 H 4.33483 -3.97710 0.41632
162 H 2.54104 -10.20453 0.76616
163 H 0.46156 5.44686 -2.70972
164 C -0.36508 4.84631 -3.08934
165 C -8.95837 0.96130 -2.99913
166 H 6.65778 2.35734 -0.69153
167 H -5.12186 -2.67032 6.19131
168 C 3.24701 -4.03367 0.37693
169 C 3.23393 4.66545 -1.21344
170 H 3.19661 -5.27462 -1.50375
171 H -0.57732 -2.99435 -5.19333
172 H 0.10947 5.37143 4.80076
173 N 2.50063 -1.83634 -5.30466
174 C -8.01981 -2.84277 5.75954
175 C 1.16514 5.20395 4.58720
176 H 0.81337 -6.33206 2.68501
177 C -1.27852 4.20375 3.12971
178 H -2.99083 -3.82181 5.72883
179 C 1.29100 -2.31058 -4.40641
180 H -1.82255 -0.37631 4.14761
181 H -2.17205 -1.09135 5.80769
182 H -7.94997 -2.37433 6.74127
183 C 1.30420 -1.48310 2.81175
184 O 3.19678 0.91504 -1.81320
185 H -0.29777 2.13867 -1.89500
186 C 0.05410 4.33236 2.42421
187 H 6.47524 -1.63413 -2.32465
188 H 8.98160 -0.43403 -3.62053
189 C -0.88017 2.54535 -2.72176
190 H 4.52810 -1.12720 -0.60810
191 H -2.65472 3.59801 -3.25199
192 H 6.24996 -0.27518 2.99423
193 N 1.68118 -5.82559 0.90445
194 H 1.12203 -7.88487 0.22628
195 C 6.98900 0.23431 1.20397
196 H 0.27739 -4.68120 2.03412
197 C 4.71902 -0.50476 1.46183
198 C -2.44171 5.98177 -1.99980
199 C 2.44444 3.74049 3.00853
200 N 6.42012 0.12964 -0.21243
201 H -5.22923 7.17298 -0.38584
202 H 5.08756 1.77273 -0.07589
203 O 3.54326 1.79923 6.13635
204 C 5.30901 -0.89522 0.11610
205 C -2.40605 0.97449 1.10640
206 N -4.17027 -2.74448 4.30362
207 H -3.26210 5.95600 0.07280
208 C 4.22095 1.75733 -5.89068
209 C -7.66359 1.43627 -2.28136
210 H -4.17422 5.02214 -1.11012
211 H 3.57788 -3.60135 -4.98687
212 C -1.27348 -2.00568 -1.59759
213 H -7.64720 2.52338 -2.35894
214 H -4.41815 -0.77243 5.23923
215 H 5.11191 1.94869 -6.48873
216 H -4.78017 -4.09262 2.89195
217 H -10.30472 2.37067 -2.17128
218 H 2.92685 3.27436 3.86766
219 O 2.07983 -0.69887 -0.57232
220 H -0.33378 -6.16639 1.25554

Energy above the lowest of the compared OMol25 structures with the same formula, charge and spin: 0.00 kcal per mole
Largest force on an atom: 4.68 eV/Å
Total energy: -4856.0890 a.u.
Net charge: +3
Frontier orbital gap: 5.27 eV
LUMO: -0.21226 hartree

Here are the Löwdin charges for atoms 1 to 2, given in e: C -0.0553; C -0.1841